[1]
{"formula": "C39H41N7O2S2Sn", "method": "ωB97M-V with the def2-TZVPD basis set", "orbital_gap_ev": 6.50, "max_force_ev_per_a": 0.5, "e_homo_ha": -0.24607, "relative_energy_kj_mol": 83.2, "elements": ["Sn", "C", "N", "C", "C", "C", "C", "C", "C", "C", "N", "C", "C", "C", "C", "C", "C", "N", "C", "C", "H", "H", "H", "H", "H", "H", "H", "H", "H", "H", "H", "H", "H", "H", "H", "H", "H", "H", "H", "H", "O", "C", "O", "C", "C", "C", "C", "C", "C", "H", "H", "H", "H", "H", "S", "C", "C", "C", "N", "C", "C", "C", "C", "C", "N", "C", "C", "H", "H", "H", "H", "H", "H", "H", "H", "C", "C", "C", "C", "N", "C", "S", "N", "C", "H", "H", "H", "H", "H", "H", "H", "H"], "positions_angstrom": [[-0.214, -0.547, -0.249], [-0.398, -3.024, 1.835], [-1.228, -1.833, 1.676], [-2.618, -2.206, 1.389], [-1.166, -0.916, 2.791], [-1.027, -1.324, 4.106], [-0.947, -0.398, 5.136], [-0.995, 0.956, 4.831], [-1.146, 1.375, 3.522], [-1.267, 0.450, 2.474], [-1.372, 0.783, 1.138], [-1.953, 1.940, 0.679], [-3.014, 2.607, 1.320], [-3.582, 3.741, 0.773], [-3.125, 4.246, -0.438], [-2.123, 3.565, -1.109], [-1.560, 2.413, -0.581], [-0.553, 1.647, -1.296], [0.739, 2.342, -1.251], [-0.937, 1.379, -2.688], [-0.817, -3.731, 2.562], [0.602, -2.729, 2.154], [-0.327, -3.531, 0.871], [-3.035, -2.828, 2.191], [-2.662, -2.759, 0.449], [-3.221, -1.305, 1.281], [-0.978, -2.380, 4.343], [-0.843, -0.731, 6.161], [-0.916, 1.694, 5.621], [-1.151, 2.430, 3.286], [-3.404, 2.198, 2.241], [-4.398, 4.230, 1.292], [-3.558, 5.137, -0.873], [-1.782, 3.936, -2.068], [0.681, 3.328, -1.727], [1.482, 1.745, -1.775], [1.050, 2.467, -0.213], [-0.927, 2.289, -3.298], [-1.934, 0.944, -2.716], [-0.236, 0.664, -3.121], [-2.682, -2.426, -3.255], [-2.720, -1.675, -2.296], [-1.662, -1.319, -1.623], [-4.037, -1.100, -1.838], [-5.219, -1.642, -2.333], [-6.441, -1.116, -1.947], [-6.496, -0.047, -1.062], [-5.321, 0.498, -0.566], [-4.098, -0.030, -0.953], [-5.158, -2.475, -3.020], [-7.358, -1.539, -2.339], [-7.453, 0.362, -0.763], [-5.347, 1.331, 0.126], [-3.182, 0.392, -0.565], [5.667, -0.370, -5.011], [4.315, -0.331, -3.831], [3.063, -0.815, -4.178], [2.078, -0.835, -3.202], [2.278, -0.404, -1.960], [3.475, 0.080, -1.640], [4.524, 0.146, -2.545], [6.111, -2.081, -4.681], [5.546, -3.111, -5.415], [5.899, -4.414, -5.087], [6.751, -4.718, -4.115], [7.284, -3.720, -3.419], [6.998, -2.383, -3.658], [2.854, -1.159, -5.182], [1.081, -1.215, -3.412], [3.586, 0.426, -0.617], [5.480, 0.561, -2.257], [4.841, -2.905, -6.208], [5.469, -5.253, -5.622], [7.966, -4.006, -2.626], [7.437, -1.599, -3.057], [4.953, 2.351, 5.784], [4.701, 1.211, 4.854], [5.427, 0.057, 4.841], [5.044, -0.957, 3.930], [4.050, -0.809, 3.085], [3.346, 0.341, 3.056], [2.113, 0.670, 1.998], [3.683, 1.327, 3.978], [5.774, -2.261, 3.898], [5.802, 2.134, 6.427], [4.077, 2.526, 6.410], [5.160, 3.266, 5.228], [6.257, -0.078, 5.518], [3.113, 2.160, 3.953], [6.590, -2.284, 4.618], [6.169, -2.436, 2.897], [5.077, -3.070, 4.116]], "lowdin_charge": [1.307, -0.110, -0.320, -0.054, -0.237, -0.032, -0.103, -0.101, -0.051, -0.294, -0.067, -0.266, -0.041, -0.096, -0.094, -0.029, -0.221, -0.296, -0.079, -0.070, 0.085, 0.091, 0.085, 0.099, 0.090, 0.086, 0.107, 0.094, 0.098, 0.110, 0.115, 0.103, 0.096, 0.110, 0.097, 0.057, 0.072, 0.092, 0.090, 0.070, 0.057, -0.597, -0.283, -0.137, -0.021, -0.083, -0.088, -0.065, -0.038, 0.115, 0.099, 0.099, 0.094, 0.075, 0.968, -0.512, -0.063, -0.136, -0.013, -0.140, -0.069, -0.516, -0.079, -0.139, 0.059, -0.142, -0.080, 0.108, 0.112, 0.081, 0.104, 0.104, 0.108, 0.106, 0.103, -0.008, -0.278, 0.016, -0.309, 0.106, -0.816, 0.659, 0.093, -0.021, 0.085, 0.095, 0.094, 0.114, 0.135, 0.075, 0.089, 0.091]}


[2]
{"formula": "C39H41NO2P2Sr", "method": "ωB97M-V with the def2-TZVPD basis set", "orbital_gap_ev": 5.05, "max_force_ev_per_a": 2.9, "e_homo_ha": -0.20700, "elements": ["Sr", "C", "C", "C", "C", "C", "C", "C", "C", "C", "H", "H", "H", "H", "H", "H", "H", "H", "H", "H", "H", "H", "H", "H", "H", "P", "P", "C", "C", "C", "C", "C", "C", "C", "C", "C", "C", "C", "C", "C", "C", "C", "C", "C", "C", "C", "C", "C", "C", "C", "C", "C", "C", "H", "H", "H", "H", "H", "H", "H", "H", "H", "H", "H", "H", "H", "H", "H", "H", "H", "H", "H", "H", "H", "H", "O", "C", "C", "C", "C", "O", "N", "H", "H", "H", "H"], "positions_angstrom": [[1.441, -0.235, 0.136], [-2.628, 0.787, 5.511], [-2.976, 0.602, 4.249], [-3.703, 1.564, 3.358], [-2.835, 2.476, 2.478], [-1.973, 3.428, 3.287], [-2.049, 3.802, 4.571], [-3.031, 3.337, 5.622], [-2.639, 2.017, 6.358], [3.274, 0.224, 2.246], [-2.437, -0.118, 6.096], [-2.949, -0.403, 3.821], [-4.385, 2.212, 3.921], [-4.348, 0.986, 2.674], [-2.162, 1.867, 1.832], [-3.492, 3.011, 1.761], [-1.065, 3.717, 2.743], [-1.302, 4.489, 5.011], [-4.082, 3.242, 5.302], [-2.990, 4.139, 6.377], [-1.667, 2.143, 6.853], [-3.366, 1.883, 7.190], [3.615, -0.606, 2.883], [2.952, 1.093, 2.845], [3.962, 0.485, 1.420], [0.180, -2.420, -2.045], [2.231, 0.274, -2.758], [-0.376, -0.804, -2.593], [0.459, 0.156, -3.072], [-0.431, -3.419, -3.496], [-1.479, -2.990, -4.316], [-1.796, -3.705, -5.471], [-1.072, -4.856, -5.801], [-0.055, -5.313, -4.952], [0.264, -4.602, -3.799], [-1.097, -2.672, -0.748], [-1.194, -1.607, 0.171], [-1.864, -1.822, 1.364], [-2.884, -2.763, 1.419], [-3.079, -3.587, 0.301], [-2.168, -3.582, -0.764], [2.754, 0.737, -4.487], [2.374, -0.116, -5.541], [2.708, 0.189, -6.862], [3.419, 1.365, -7.149], [3.805, 2.217, -6.108], [3.483, 1.899, -4.784], [2.286, 1.921, -1.889], [3.432, 2.213, -1.109], [3.533, 3.445, -0.469], [2.507, 4.387, -0.576], [1.371, 4.090, -1.338], [1.255, 2.865, -1.995], [-1.463, -0.637, -2.575], [0.097, 0.938, -3.752], [-2.046, -2.097, -4.064], [-2.604, -3.355, -6.118], [-1.296, -5.398, -6.729], [0.503, -6.220, -5.193], [1.043, -4.940, -3.119], [-0.980, -0.543, -0.087], [-1.592, -1.243, 2.240], [-3.511, -2.793, 2.309], [-3.969, -4.218, 0.293], [-2.363, -4.214, -1.629], [1.809, -1.026, -5.317], [2.406, -0.486, -7.664], [3.658, 1.614, -8.182], [4.351, 3.137, -6.320], [3.799, 2.556, -3.978], [4.247, 1.484, -1.032], [4.441, 3.690, 0.094], [2.606, 5.370, -0.101], [0.588, 4.841, -1.455], [0.361, 2.657, -2.585], [0.229, 0.799, 4.927], [0.449, -0.286, 4.399], [1.224, -1.385, 5.091], [1.530, -2.393, 4.012], [0.915, -1.771, 2.780], [1.148, -2.235, 1.619], [0.209, -0.642, 3.056], [2.184, -1.052, 5.476], [0.678, -1.844, 5.914], [2.604, -2.602, 3.852], [1.014, -3.348, 4.155]], "lowdin_charge": [1.297, -0.134, -0.112, -0.210, -0.192, -0.109, -0.100, -0.206, -0.179, -0.272, 0.107, 0.085, 0.090, 0.108, 0.101, 0.109, 0.094, 0.107, 0.096, 0.101, 0.112, 0.115, -0.073, -0.072, -0.123, 1.014, 0.961, -0.383, -0.368, -0.370, -0.098, -0.079, -0.081, -0.083, -0.102, -0.366, -0.208, -0.091, -0.058, -0.082, -0.075, -0.355, -0.104, -0.078, -0.080, -0.077, -0.083, -0.467, -0.131, -0.060, -0.057, -0.064, -0.094, 0.094, 0.087, 0.098, 0.107, 0.108, 0.107, 0.102, 0.076, 0.066, 0.109, 0.103, 0.103, 0.103, 0.107, 0.104, 0.107, 0.099, 0.113, 0.122, 0.116, 0.111, 0.098, 0.030, -0.476, -0.104, -0.115, -0.567, -0.207, 0.107, 0.118, 0.114, 0.121, 0.118]}


[3]
{"formula": "C39H42BCl2N6O9Sc", "method": "ωB97M-V with the def2-TZVPD basis set", "orbital_gap_ev": 7.48, "max_force_ev_per_a": 1.1, "e_homo_ha": -0.28017, "relative_energy_kj_mol": 145.8, "elements": ["Sc", "C", "O", "C", "C", "C", "C", "C", "C", "N", "N", "C", "C", "C", "C", "O", "C", "N", "C", "C", "C", "C", "H", "H", "H", "H", "H", "H", "H", "H", "H", "H", "H", "H", "O", "C", "C", "C", "C", "C", "C", "C", "O", "N", "O", "O", "H", "H", "H", "H", "Cl", "C", "Cl", "H", "H", "C", "C", "C", "C", "C", "C", "C", "C", "O", "B", "O", "C", "C", "H", "H", "H", "H", "H", "H", "H", "H", "H", "H", "H", "H", "C", "N", "C", "C", "O", "N", "C", "C", "H", "H", "H", "H", "H", "H", "H", "H", "H", "H", "H", "H"], "positions_angstrom": [[-0.561, -0.931, 1.955], [2.943, 5.922, -1.504], [2.643, 5.637, -0.147], [1.370, 5.852, 0.264], [1.079, 5.462, 1.573], [-0.196, 5.614, 2.074], [-1.205, 6.170, 1.282], [-0.891, 6.623, 0.017], [0.385, 6.445, -0.516], [-2.559, 6.421, 1.750], [-3.196, 5.569, 2.397], [-2.714, 4.210, 2.538], [-2.721, 3.683, 3.798], [-2.215, 2.396, 4.082], [-1.742, 1.606, 3.070], [-1.216, 0.413, 3.244], [-1.844, 2.093, 1.731], [-1.463, 1.215, 0.761], [-1.550, 1.581, -0.492], [-2.087, 2.826, -0.881], [-2.488, 3.708, 0.081], [-2.335, 3.377, 1.449], [3.970, 5.612, -1.662], [2.853, 6.990, -1.715], [2.290, 5.364, -2.179], [1.871, 5.030, 2.175], [-0.411, 5.309, 3.090], [-1.667, 7.106, -0.569], [0.592, 6.777, -1.524], [-3.081, 4.314, 4.604], [-2.186, 2.019, 5.096], [-1.197, 0.865, -1.230], [-2.186, 3.065, -1.932], [-2.934, 4.653, -0.200], [-1.658, -2.311, 3.535], [-1.607, -3.504, 3.792], [-0.733, -4.468, 3.163], [-0.811, -5.794, 3.584], [-0.020, -6.741, 2.999], [0.881, -6.399, 1.980], [0.973, -5.103, 1.551], [0.163, -4.082, 2.124], [0.241, -2.880, 1.710], [-0.128, -8.138, 3.436], [0.570, -8.962, 2.875], [-0.934, -8.404, 4.309], [-2.286, -3.904, 4.561], [-1.495, -6.082, 4.374], [1.496, -7.177, 1.549], [1.663, -4.816, 0.767], [3.282, -1.474, 6.249], [2.846, -1.541, 4.543], [1.161, -1.069, 4.302], [2.961, -2.554, 4.187], [3.459, -0.846, 3.988], [2.591, -0.966, -5.748], [3.839, -0.631, -4.930], [4.401, 0.704, -5.442], [4.876, -1.738, -5.161], [3.531, -0.511, -3.432], [4.573, -0.251, -2.536], [4.367, -0.102, -1.163], [3.076, -0.225, -0.708], [2.595, -0.133, 0.577], [1.203, -0.345, 0.514], [0.866, -0.562, -0.861], [2.041, -0.484, -1.574], [2.229, -0.630, -2.930], [2.862, -1.045, -6.804], [1.827, -0.189, -5.659], [2.153, -1.921, -5.443], [4.607, 0.644, -6.516], [5.331, 0.967, -4.933], [3.685, 1.514, -5.273], [5.098, -1.830, -6.229], [4.500, -2.701, -4.805], [5.813, -1.530, -4.642], [5.586, -0.159, -2.912], [5.188, 0.103, -0.487], [1.380, -0.835, -3.571], [-4.199, -3.140, -1.665], [-3.037, -2.606, -0.968], [-1.814, -3.405, -1.058], [-3.128, -1.679, 0.005], [-2.248, -1.622, 0.886], [-4.191, -0.829, 0.022], [-4.447, -0.073, 1.245], [-4.654, -0.180, -1.200], [-4.208, -4.226, -1.551], [-4.171, -2.910, -2.732], [-5.114, -2.743, -1.238], [-1.688, -3.730, -2.090], [-1.877, -4.285, -0.412], [-0.950, -2.821, -0.761], [-3.894, -0.503, 2.074], [-5.513, -0.104, 1.470], [-4.143, 0.972, 1.128], [-4.241, -0.665, -2.080], [-4.330, 0.864, -1.200], [-5.744, -0.204, -1.264]], "lowdin_charge": [0.935, -0.079, -0.076, -0.286, 0.016, -0.017, -0.289, -0.041, -0.014, 0.069, 0.074, -0.248, -0.024, 0.015, -0.332, -0.213, -0.155, 0.097, -0.115, -0.036, 0.002, -0.107, 0.092, 0.094, 0.095, 0.125, 0.119, 0.116, 0.101, 0.117, 0.120, 0.118, 0.109, 0.114, -0.043, -0.165, -0.110, 0.044, -0.155, 0.010, 0.018, -0.343, -0.154, -0.362, 0.065, 0.063, 0.139, 0.130, 0.120, 0.123, 0.535, -0.966, 0.657, 0.033, 0.034, -0.076, -0.565, -0.051, -0.052, -0.173, -0.038, 0.022, -0.222, 0.108, -0.413, 0.065, -0.208, 0.061, 0.084, 0.084, 0.087, 0.084, 0.078, 0.089, 0.084, 0.091, 0.075, 0.105, 0.120, 0.113, -0.041, -0.110, -0.005, -0.451, -0.050, -0.115, -0.008, -0.037, 0.096, 0.092, 0.088, 0.097, 0.103, 0.080, 0.095, 0.098, 0.087, 0.082, 0.081, 0.096]}


[4]
{"formula": "C39H42CrNO5P2S2", "method": "ωB97M-V with the def2-TZVPD basis set", "orbital_gap_ev": [6.72, 6.59], "multiplicity": 4, "max_force_ev_per_a": 2.5, "e_homo_ha": [-0.28338, -0.29099], "relative_energy_kj_mol": 77.2, "elements": ["Cr", "O", "C", "C", "C", "C", "C", "C", "C", "O", "N", "O", "O", "H", "H", "H", "H", "S", "P", "S", "C", "C", "C", "C", "C", "C", "C", "C", "C", "C", "C", "C", "H", "H", "H", "H", "H", "H", "H", "H", "H", "H", "C", "C", "C", "C", "C", "C", "C", "C", "C", "C", "C", "C", "O", "H", "H", "H", "H", "H", "H", "H", "H", "H", "H", "H", "H", "H", "H", "H", "H", "H", "C", "P", "C", "C", "C", "C", "C", "C", "C", "H", "H", "H", "H", "H", "H", "H", "H", "H", "H", "H"], "positions_angstrom": [[-0.681, -0.237, -0.839], [-0.864, 0.623, 0.833], [-0.381, 1.671, 1.328], [0.477, 2.584, 0.657], [0.938, 3.734, 1.309], [1.673, 4.686, 0.629], [1.961, 4.527, -0.740], [1.544, 3.410, -1.399], [0.818, 2.380, -0.734], [0.510, 1.322, -1.369], [2.117, 5.859, 1.307], [1.880, 5.953, 2.499], [2.704, 6.708, 0.658], [-0.666, 1.906, 2.361], [0.722, 3.895, 2.356], [2.522, 5.302, -1.239], [1.754, 3.274, -2.450], [-1.493, -1.098, 3.062], [-2.728, -1.702, 1.667], [-2.196, -1.952, -0.309], [-3.442, -3.318, 2.113], [-3.637, -4.349, 1.208], [-4.266, -5.505, 1.628], [-4.699, -5.626, 2.938], [-4.490, -4.599, 3.846], [-3.862, -3.442, 3.431], [-4.227, -0.669, 1.508], [-4.322, 0.574, 2.110], [-5.491, 1.306, 1.976], [-6.553, 0.792, 1.250], [-6.443, -0.443, 0.629], [-5.278, -1.174, 0.752], [-3.298, -4.240, 0.189], [-4.443, -6.308, 0.929], [-5.200, -6.526, 3.260], [-4.831, -4.695, 4.868], [-3.678, -2.623, 4.115], [-3.492, 0.946, 2.697], [-5.574, 2.275, 2.448], [-7.474, 1.351, 1.169], [-7.268, -0.842, 0.058], [-5.170, -2.133, 0.265], [0.320, -2.194, -4.093], [0.697, -0.804, -4.611], [1.834, -0.201, -3.780], [-0.462, 0.164, -4.694], [-0.588, 0.931, -5.841], [-1.632, 1.819, -6.014], [-2.608, 1.904, -5.040], [-2.524, 1.185, -3.862], [-3.679, 1.269, -2.886], [-3.295, 1.904, -1.547], [-4.313, -0.115, -2.712], [-1.398, 0.343, -3.646], [-1.252, -0.261, -2.499], [1.201, -2.833, -4.113], [-0.441, -2.644, -4.725], [-0.060, -2.149, -3.071], [1.067, -0.929, -5.636], [1.519, -0.073, -2.745], [2.108, 0.774, -4.180], [2.707, -0.850, -3.809], [0.157, 0.826, -6.616], [-1.699, 2.419, -6.908], [-3.462, 2.546, -5.200], [-4.437, 1.921, -3.342], [-2.571, 1.289, -1.007], [-4.175, 2.016, -0.914], [-2.859, 2.889, -1.714], [-3.610, -0.815, -2.264], [-4.614, -0.509, -3.683], [-5.191, -0.055, -2.071], [1.846, -0.762, 1.796], [1.064, -1.491, 0.309], [2.547, -1.917, -0.683], [0.545, -3.155, 0.846], [0.088, -4.037, -0.133], [-0.378, -5.289, 0.213], [-0.408, -5.676, 1.543], [0.044, -4.807, 2.519], [0.516, -3.551, 2.176], [1.093, -0.568, 2.560], [2.322, 0.178, 1.517], [2.600, -1.450, 2.182], [3.201, -2.553, -0.085], [3.068, -1.002, -0.963], [2.252, -2.442, -1.590], [0.065, -3.718, -1.167], [-0.732, -5.960, -0.557], [-0.799, -6.646, 1.817], [0.019, -5.100, 3.558], [0.829, -2.881, 2.959]], "lowdin_charge": [0.500, -0.283, -0.135, -0.104, 0.072, -0.156, 0.029, 0.032, -0.298, -0.109, -0.368, 0.070, 0.074, 0.143, 0.133, 0.124, 0.125, 0.358, 0.242, 0.491, -0.384, -0.125, -0.081, -0.084, -0.075, -0.103, -0.372, -0.098, -0.084, -0.086, -0.083, -0.103, 0.062, 0.104, 0.101, 0.104, 0.084, 0.078, 0.103, 0.102, 0.106, 0.101, -0.055, -0.355, -0.055, -0.127, -0.048, -0.091, -0.046, -0.126, -0.348, -0.033, -0.051, -0.249, -0.278, 0.078, 0.088, 0.047, 0.131, 0.038, 0.086, 0.078, 0.109, 0.096, 0.109, 0.130, 0.039, 0.079, 0.090, 0.018, 0.087, 0.068, -0.232, 0.930, -0.218, -0.408, -0.158, -0.086, -0.082, -0.072, -0.129, -0.007, 0.053, 0.061, 0.059, 0.049, 0.036, 0.087, 0.109, 0.107, 0.109, 0.073]}